Entry 1:
{"formula": "C4H6BrFNP", "method": "ωB97M-V/def2-TZVPD", "total_charge": 0, "smiles": "C=C=N/C=C\\F.PBr", "de_lowest_kj_mol": 30.4, "elements": ["C", "C", "N", "C", "C", "F", "H", "H", "H", "H", "P", "Br", "H", "H"], "coordinates": [[0.882, 0.843, -2.004], [0.939, 0.358, -0.767], [0.815, 0.337, 0.418], [0.379, -0.681, 1.278], [0.577, -1.980, 1.115], [1.129, -2.368, -0.037], [1.635, 0.491, -2.686], [0.016, 1.208, -2.458], [0.062, -0.338, 2.159], [0.663, -2.856, 1.783], [-3.184, -0.521, 1.387], [-2.759, -0.337, -0.733], [-2.514, -1.884, 1.690], [-4.359, -1.084, 1.211]], "forces_ev_per_a": [[1.83, -2.00, 0.78], [-1.17, 1.86, -3.04], [0.02, -0.88, 2.35], [1.21, -1.02, -2.16], [1.15, -0.70, -0.17], [0.23, -0.29, -1.03], [0.38, 0.13, -0.19], [-1.34, 0.64, -0.09], [-1.35, 1.19, 3.35], [-0.92, 1.10, 0.19], [2.94, -0.66, 1.70], [0.32, 0.01, -0.93], [-0.87, 1.77, -0.54], [-2.43, -1.14, -0.23]], "nbo_charge": [-0.6471, 0.4687, -0.4362, -0.1273, 0.2110, -0.3345, 0.2286, 0.2377, 0.2045, 0.1947, 0.2656, -0.2081, -0.0092, -0.0485]}

---

Entry 2:
{"formula": "C10H11N3O3Tc", "method": "ωB97M-V/def2-TZVPD", "total_charge": 0, "multiplicity": 2, "de_lowest_kj_mol": 0.0, "s2": 0.77, "elements": ["Tc", "N", "C", "C", "O", "N", "C", "C", "O", "O", "H", "H", "H", "H", "H", "H", "N", "C", "C", "C", "C", "C", "C", "H", "H", "H", "H", "H"], "coordinates": [[0.629, 1.113, 1.006], [-1.492, 0.858, 0.546], [-2.019, 1.979, -0.266], [-0.887, 2.728, -0.962], [-1.124, 3.546, -1.827], [0.336, 2.420, -0.456], [1.493, 3.181, -0.902], [2.618, 2.964, 0.103], [3.678, 3.519, 0.029], [2.293, 2.109, 1.084], [-1.517, -0.002, 0.001], [-2.063, 0.686, 1.364], [-2.518, 2.691, 0.390], [-2.741, 1.638, -1.007], [1.270, 4.248, -0.957], [1.831, 2.875, -1.894], [0.717, -0.568, 1.293], [0.380, -1.822, 0.791], [0.120, -2.868, 1.675], [-0.256, -4.107, 1.184], [-0.372, -4.315, -0.185], [-0.102, -3.278, -1.068], [0.276, -2.034, -0.586], [0.218, -2.691, 2.738], [-0.458, -4.917, 1.872], [-0.662, -5.286, -0.564], [-0.176, -3.441, -2.135], [0.528, -1.226, -1.264]], "forces_ev_per_a": [[-0.08, -0.20, -0.17], [-0.06, 0.04, 0.14], [0.05, 0.00, -0.05], [0.04, -0.07, 0.09], [0.02, 0.03, -0.02], [-0.03, 0.14, -0.15], [-0.05, 0.03, 0.02], [-0.07, -0.12, 0.03], [0.03, -0.01, 0.01], [0.10, 0.20, 0.10], [0.01, 0.00, 0.02], [-0.04, 0.05, -0.01], [-0.01, 0.00, 0.01], [0.00, 0.00, -0.01], [-0.03, -0.01, -0.02], [0.02, -0.02, 0.00], [0.11, -0.07, 0.01], [-0.01, 0.01, -0.07], [-0.02, -0.01, 0.06], [-0.01, -0.01, -0.01], [0.01, 0.02, 0.02], [0.01, 0.02, 0.01], [0.02, -0.01, -0.03], [0.00, -0.01, 0.00], [0.00, 0.01, 0.00], [0.00, 0.00, 0.00], [0.00, 0.01, 0.00], [-0.02, 0.00, 0.01]], "nbo_charge": [1.1198, -0.7749, -0.3202, 0.6522, -0.6062, -0.6652, -0.3485, 0.7832, -0.5722, -0.7055, 0.4043, 0.4078, 0.2295, 0.2211, 0.2377, 0.2260, -0.4318, 0.0761, -0.2055, -0.1969, -0.2068, -0.1993, -0.2403, 0.2286, 0.2207, 0.2199, 0.2214, 0.2248]}

---

no.,electronic energy (eV)
1,-87780.7555
2,-23359.9968